{"formula": "C36H72Br8F6N9O10RbS2", "method": "ωB97M-V with the def2-TZVPD basis set", "orbital_gap_ev": 8.29, "e_tot_ev": -671354.0438, "lumo_ev": -0.854, "homo_energy_ev": -9.14, "symbols": ["Rb", "C", "F", "F", "F", "S", "O", "O", "N", "S", "O", "O", "C", "F", "F", "F", "C", "O", "N", "C", "C", "H", "H", "H", "H", "H", "H", "H", "C", "O", "N", "C", "C", "H", "H", "H", "H", "H", "H", "H", "C", "O", "N", "C", "C", "H", "H", "H", "H", "H", "H", "H", "C", "O", "N", "C", "C", "H", "H", "H", "H", "H", "H", "H", "C", "O", "N", "C", "C", "H", "H", "H", "H", "H", "H", "H", "C", "O", "N", "C", "C", "H", "H", "H", "H", "H", "H", "H", "C", "C", "C", "C", "N", "H", "H", "H", "H", "H", "H", "H", "C", "C", "C", "C", "N", "H", "H", "H", "H", "H", "H", "H", "Br", "C", "C", "Br", "H", "H", "H", "H", "Br", "C", "C", "Br", "H", "H", "H", "H", "Br", "C", "C", "Br", "H", "H", "H", "H", "Br", "C", "C", "Br", "H", "H", "H", "H"], "positions_angstrom": [[0.69200, 1.67703, 3.21002], [0.88862, -2.23200, 2.14320], [0.92292, -3.53445, 1.92980], [-0.16291, -1.86237, 2.92157], [2.00063, -1.85284, 2.77279], [0.72544, -1.36040, 0.39449], [2.13238, -1.47744, -0.06660], [-0.37302, -2.12575, -0.22863], [0.26206, 0.26743, 0.65018], [-0.15874, 0.72302, -0.73328], [0.83612, 0.79867, -1.81037], [-1.50735, 0.31696, -1.12991], [-0.40809, 2.57439, -0.30773], [-0.46839, 3.31177, -1.41751], [-1.52523, 2.71859, 0.40386], [0.65643, 3.02740, 0.46101], [-3.03364, 6.24778, 1.92968], [-4.22318, 6.61964, 2.24714], [-2.38868, 6.48645, 0.75887], [-0.93912, 6.26048, 0.69143], [-3.02161, 7.13330, -0.39439], [-2.34048, 5.75245, 2.62709], [-0.60562, 5.71881, -0.19371], [-0.56823, 5.61670, 1.48899], [-0.49134, 7.24892, 0.79441], [-2.67704, 8.14038, -0.62926], [-2.79161, 6.51616, -1.26291], [-4.11158, 7.13172, -0.40296], [4.86953, -3.45421, 4.43257], [5.18377, -4.44070, 5.11346], [5.27573, -2.18366, 4.68315], [5.12365, -1.00562, 3.89470], [6.12532, -1.85116, 5.79920], [4.31914, -3.55090, 3.48393], [6.08799, -0.56799, 3.63658], [4.54778, -0.37915, 4.57588], [4.46636, -1.19428, 3.04590], [6.45759, -2.68983, 6.41103], [7.07958, -1.52242, 5.38759], [5.54070, -1.12235, 6.36058], [-1.09010, -2.13776, -4.03555], [-0.10307, -1.81754, -4.69864], [-1.55271, -3.44926, -3.90668], [-2.55010, -3.80379, -2.95311], [-0.97917, -4.53411, -4.82418], [-1.73566, -1.45474, -3.46202], [-2.34535, -4.66219, -2.31332], [-3.47182, -4.01845, -3.49390], [-2.69671, -2.91516, -2.33915], [-0.39205, -4.04105, -5.59896], [-0.28728, -5.12205, -4.22109], [-1.83075, -5.10982, -5.18677], [0.45351, 5.14786, -6.92216], [1.43087, 5.69659, -6.38131], [-0.64402, 4.96800, -6.22497], [-1.67834, 4.03526, -6.74116], [-0.76635, 5.36483, -4.79387], [0.45628, 4.78191, -7.96056], [-1.66363, 3.92940, -7.82591], [-2.68122, 4.44688, -6.62752], [-1.59875, 3.07005, -6.24103], [-0.49195, 4.57717, -4.09216], [-0.26862, 6.29392, -4.51610], [-1.83208, 5.48993, -4.60235], [3.84129, 1.46715, 1.30095], [3.54163, 2.09690, 2.33823], [3.79769, 2.06828, 0.12150], [4.20859, 1.45166, -1.05453], [3.59041, 3.46112, 0.02031], [4.29517, 0.46466, 1.33577], [4.20357, 0.36243, -1.01377], [5.12878, 1.79280, -1.52884], [3.38588, 1.63452, -1.74576], [4.45797, 4.02712, -0.31891], [2.74997, 3.66317, -0.64371], [3.21942, 3.88791, 0.95214], [-6.23432, 4.03180, 1.47413], [-7.39967, 4.48659, 1.45972], [-5.78475, 2.79823, 1.82794], [-4.37061, 2.56951, 1.90617], [-6.58590, 1.85625, 2.55011], [-5.38460, 4.62056, 1.09528], [-4.19711, 1.49595, 1.83229], [-3.85699, 2.79174, 2.84153], [-3.76702, 3.00049, 1.10739], [-6.48279, 1.86672, 3.63518], [-7.64888, 1.98893, 2.34866], [-6.25179, 0.83837, 2.34915], [2.19020, -6.15292, -1.47831], [2.37612, -4.63628, -1.25744], [2.76666, -3.72041, -2.43481], [3.58293, -4.49736, -3.37811], [4.20345, -5.06831, -4.13339], [1.67637, -6.71845, -0.70097], [3.14807, -6.64413, -1.64945], [1.63719, -6.43131, -2.37541], [3.02015, -4.50762, -0.38752], [1.44580, -4.21858, -0.87256], [3.39736, -2.91119, -2.06671], [1.80672, -3.34881, -2.79333], [-0.34603, -1.49923, 6.87740], [0.98417, -2.10798, 6.58868], [2.22694, -1.18153, 6.79540], [2.20441, 0.02586, 6.04509], [2.26332, 1.02044, 5.50187], [-0.70204, -1.50004, 7.90762], [-1.15794, -2.05278, 6.40572], [-0.38872, -0.45715, 6.56061], [1.01120, -2.46347, 5.55863], [1.13570, -2.96599, 7.24363], [3.01627, -1.79536, 6.36150], [2.55152, -0.92999, 7.80509], [-5.17708, -4.36002, -0.38922], [-3.78417, -3.41746, 0.66687], [-3.94604, -1.84120, 0.39002], [-2.80650, -0.87403, 1.76394], [-2.76348, -3.73444, 0.45277], [-4.07072, -3.59998, 1.70256], [-4.95360, -1.45704, 0.54921], [-3.50252, -1.51541, -0.55086], [3.31408, -0.38510, -3.80349], [2.29356, 0.99530, -4.92526], [1.88115, 0.36407, -6.21922], [1.32337, 1.74348, -7.50325], [3.01929, 1.80857, -4.92358], [1.40896, 1.30377, -4.36809], [1.11955, -0.39532, -6.04202], [2.74219, -0.14496, -6.65236], [3.57470, -7.71471, 1.28972], [2.20642, -6.66223, 2.24834], [2.45054, -6.72315, 3.75178], [1.16063, -5.57569, 4.69937], [1.22277, -7.03570, 1.96365], [2.29362, -5.62452, 1.92639], [3.41472, -6.30946, 4.04726], [2.46345, -7.76003, 4.08768], [-3.08344, 2.49538, -3.17842], [-4.66154, 1.35677, -2.69167], [-5.67499, 2.20060, -1.92543], [-7.22097, 1.11444, -1.35227], [-4.32286, 0.57445, -2.01243], [-5.06223, 0.91669, -3.60484], [-6.13589, 3.05102, -2.42788], [-5.30729, 2.62893, -0.99299]], "forces_ev_per_angstrom": [[0.2773, 0.1486, -0.2051], [-0.8637, 1.5861, -0.6787], [-0.2625, 0.5129, 0.1754], [0.8113, -0.7089, -0.2944], [-0.0156, -0.0362, -0.0681], [1.0188, -1.5602, 0.0217], [-2.8645, 0.3428, 0.7141], [2.2228, 1.1808, 0.8388], [2.1303, -3.8829, 2.1069], [-2.4913, 3.7131, -5.1435], [-0.9333, -0.5428, 1.7780], [1.3937, 0.2264, 0.3732], [0.9163, -1.0652, -0.0953], [0.0659, -0.2142, 0.7574], [0.1871, 0.4252, 0.0768], [-1.0810, -0.0767, -0.5139], [-3.3612, 1.9366, 0.6047], [4.3004, -1.6411, -1.3748], [-0.5252, -0.3097, 0.1864], [-0.3586, 0.2090, 0.1490], [-0.0423, -0.7468, -0.6960], [-0.3996, -0.1143, 0.2331], [-0.3300, 0.4574, -0.4207], [-0.3926, 0.2203, 0.3986], [0.5696, -0.1921, -0.2916], [0.2006, 0.0700, 0.4668], [0.3055, -0.0026, -0.1705], [0.1024, 0.0309, 0.8783], [1.2917, -0.8558, 0.2976], [-0.8238, 1.3998, -0.7680], [0.7300, -1.6324, 0.4074], [-1.7252, -0.1069, -0.0860], [0.4110, -0.9022, 0.3024], [-0.2507, 0.0846, 0.0914], [-0.1691, 0.0303, -0.1748], [0.2446, 1.0229, -0.4901], [0.3153, 0.0082, -0.2558], [-0.8303, -0.2321, 0.0003], [-0.0948, 0.8713, 0.1747], [0.7871, 0.3135, 0.4325], [0.5063, -1.7887, -0.2844], [-1.3815, -0.1644, 0.6300], [2.2589, 0.2722, -1.8202], [-0.8523, 0.5417, -0.3170], [-0.4188, 1.7158, 1.7322], [0.3463, 0.2952, 0.0343], [0.4920, 0.0327, -0.0524], [-0.3603, -0.1162, 0.2349], [-0.2500, -0.1695, 0.2587], [-0.3361, -0.0596, -0.0539], [-0.1440, -0.3614, -0.1339], [0.2742, -0.1023, -0.1473], [3.0391, 1.3668, 1.4379], [-0.6836, -0.5408, -1.4154], [-2.7582, -1.0252, 0.6744], [-0.1320, 0.8000, 0.1963], [-0.7210, -0.3171, -0.6270], [-0.1100, 0.0762, 0.1308], [0.8287, -0.1728, 0.0320], [-0.0205, 0.0857, 0.6866], [-0.0977, -0.0524, -0.1415], [0.5528, -0.2180, -0.2154], [0.2383, -0.2302, -0.5310], [-0.1333, 0.1983, -0.1677], [0.3414, 1.6936, 1.6247], [-0.2886, -1.4030, -0.2650], [0.9128, -0.2653, 1.2944], [-0.8283, -1.4622, -2.5405], [-1.4927, 1.7234, 0.2571], [-0.4850, -0.0402, -0.2786], [0.2190, 0.0306, 0.4647], [0.1833, 0.2731, 0.3990], [0.2202, 0.0052, -0.5379], [0.1754, -0.2584, -0.0258], [0.2159, -0.0783, -0.5452], [0.5122, -0.2465, 0.1856], [-2.0097, 1.3020, -0.6821], [2.6458, -1.6561, 0.3918], [-0.1382, 0.5559, 0.5561], [1.0523, -1.0808, -0.2314], [-0.6884, -0.8002, 0.4880], [-0.1665, 0.2537, 0.0002], [-0.1532, -0.0757, -0.3058], [-0.4068, 0.6248, 0.4685], [-0.4732, 0.3371, -0.1196], [0.2246, 0.7748, 0.2973], [0.1860, -0.0269, -0.2848], [-0.2171, -0.0668, -0.6723], [0.2914, -0.1358, -1.0254], [-0.9116, -0.4719, 1.4286], [0.3674, -1.2514, 0.7974], [-1.6854, 1.7375, 0.8202], [1.2401, -1.2096, -1.2808], [0.1306, 0.5415, 0.3879], [0.1456, 0.0705, 0.2297], [-0.2481, 0.5128, -0.2894], [0.5558, 0.0008, -0.1913], [-0.2762, -0.0665, -0.0858], [-0.3453, 0.1774, -0.0748], [0.5283, 0.2089, -0.8665], [-1.3771, 0.4894, 0.2619], [0.6662, 0.1444, 0.7683], [-0.0069, -1.8050, -0.1856], [-0.0228, -0.4713, 0.4936], [-0.1846, 1.5545, -0.9524], [0.6962, 0.0264, 0.3593], [0.1186, 0.0651, -0.4942], [-0.1558, 0.0534, -0.2439], [0.1165, -0.0020, 0.0022], [0.1257, -0.1505, -0.1978], [0.4966, 0.1231, 0.1015], [-0.4800, -0.2213, 0.2119], [0.8109, 0.3077, 0.2204], [-1.0188, 2.3324, -0.1041], [1.0088, -1.2286, 0.8980], [-0.8450, -0.6324, -0.5286], [-0.3259, -0.1891, -0.2067], [0.2450, -0.1025, -0.1793], [0.1556, -0.2610, -0.1038], [-0.1656, -0.1497, 0.0791], [-0.8216, 0.6118, -0.8937], [0.2052, -0.1233, 1.2042], [1.0262, -0.5598, -0.0909], [-0.0587, -0.4131, 0.3974], [-0.1970, -0.1351, -0.5848], [0.2298, -0.2103, 0.3389], [-0.2771, 0.4207, -0.1996], [-0.1241, 0.2090, -0.2840], [-0.3965, 0.2902, 0.5758], [0.1607, 0.4519, 0.3121], [0.6576, -0.1813, -0.3235], [0.1209, -0.5222, -0.2085], [0.2054, -0.1281, 0.0501], [0.0901, -0.2163, -0.2595], [-0.0289, 0.1170, -0.2629], [-0.6172, 0.1932, 0.3364], [-0.9353, -0.5725, 0.1806], [-0.1317, 0.5880, 0.5250], [-0.4551, 0.4682, 0.2758], [0.4367, -0.0305, -0.1821], [0.3717, 0.0719, -0.2692], [0.1173, 0.2449, 0.0867], [0.2548, -0.3306, -0.5245], [0.3723, -0.3889, -0.0674]], "mulliken_charge": [0.923, 0.122, -0.066, -0.128, 0.032, 0.098, -0.325, -0.178, 0.340, 0.364, -0.267, -0.275, -0.383, -0.124, 0.018, -0.046, 0.183, -0.649, 0.269, -0.879, -0.980, 0.295, 0.188, 0.203, 0.429, 0.345, 0.312, 0.319, 0.266, -0.681, 0.106, -0.226, -1.060, 0.338, 0.366, 0.247, -0.342, 0.281, 0.364, 0.345, 0.308, -0.695, 0.221, -0.434, -0.830, 0.138, 0.334, 0.402, -0.293, 0.268, 0.156, 0.368, 0.032, -0.657, 0.168, -0.894, -0.934, 0.428, 0.349, 0.302, 0.273, 0.278, 0.278, 0.358, 0.208, -0.776, 0.434, -0.785, -1.013, 0.348, 0.178, 0.312, 0.138, 0.402, 0.228, 0.270, 0.226, -0.649, 0.345, -0.500, -0.934, 0.275, -0.267, 0.436, 0.176, 0.374, 0.348, 0.179, -1.603, 0.566, 1.292, -0.016, -0.516, 0.389, 0.420, 0.276, 0.118, -0.441, -0.171, -0.340, -1.332, 0.161, 0.110, 0.343, -0.609, 0.358, 0.368, 0.239, -0.331, 0.455, -0.212, 0.446, -0.185, -0.414, -0.325, -0.151, 0.144, 0.502, 0.634, -0.271, -0.138, -0.524, -0.307, -0.159, 0.576, 0.111, 0.123, 0.409, -0.130, -0.257, -0.541, -0.184, 0.427, -0.084, 0.320, 0.436, -0.071, 0.131, -0.285, -0.180, -0.314, 0.434, 0.424, -0.141]}